This record from the OMol25 dataset describes the molecule CH4NOP. The level of theory is ωB97M-V/def2-TZVPD.

Results
Structure (SMILES) = [H]/P=N/OC
Charge = 0
LUMO energy (spin up / spin down) = -0.94 / 0.08 eV
HOMO energy (spin up / spin down) = -8.666 / -8.665 eV
Kohn-Sham gap (spin up / spin down) = 0.2839 / 0.3214 Eh
Strongest force on any atom = 0.0903 hartree/bohr

Each line ends with the natural charge from an NBO analysis.
Atoms and positions in Å:
H  -3.18  1.09  -0.87  -0.055
P  -3.28  -0.14  -0.18  0.369
N  -1.28  0.32  -0.11  -0.278
O  -0.38  -0.50  0.39  -0.367
C  0.88  -0.52  -0.28  -0.259
H  1.18  0.53  -0.66  0.202
H  0.76  -1.23  -1.02  0.188
H  1.57  -0.92  0.50  0.200